# 1
Density functional theory data (wB97M-V/def2-TZVPD) for a single C2H5NS2 molecule in a non-equilibrium geometry.

Values from the calculation:
**Molar mass**: 107.2 Da
**Frontier orbital gap**: 9.2 eV
**Energy relative to the best compared isomer or geometry (same formula, charge and spin)**: 29.55 kcal per mole

CARTESIAN COORDINATES (ANGSTROEM)
C -0.294 -1.837 1.362
S -1.439 -1.207 0.093
C -0.572 0.285 -0.397
N 0.626 0.406 -0.065
S 1.408 1.817 -0.671
H -0.460 -1.340 2.373
H 0.713 -1.622 1.079
H -0.448 -2.884 1.502
H -1.154 0.985 -0.943
H 2.646 1.569 -0.090

***

# 2
Density functional theory data (wB97M-V/def2-TZVPD) for 2 unconnected molecules or ions with the total composition C4H11NO3.

Values from the calculation:
**Molar mass**: 121.1 Da
**Frontier orbital gap**: 10.0 eV
**Energy relative to the best compared isomer or geometry (same formula, charge and spin)**: 50.62 kcal per mole

CARTESIAN COORDINATES (ANGSTROEM)
N -1.604 -0.226 -0.596
C -0.313 0.409 -0.486
C 0.765 -0.392 -1.135
O 0.509 -1.143 -2.042
C 0.013 0.941 0.913
C -0.191 2.453 1.065
O -0.695 2.859 2.320
H -1.540 -1.174 -0.929
H -2.134 -0.214 0.257
H -0.314 1.287 -1.146
H 1.832 -0.215 -0.878
H 1.032 0.673 1.188
H -0.541 0.348 1.653
H -0.913 2.795 0.315
H 0.744 2.961 0.796
H -0.137 2.472 3.019
O 1.214 -4.308 -0.222
H 2.180 -4.361 -0.315
H 0.952 -3.613 -0.837

***

# 3
Density functional theory data (wB97M-V/def2-TZVPD) for 4 unconnected molecules or ions with the total composition C33H59BCl3N5O19PS in a non-equilibrium geometry.

Values from the calculation:
**Net charge**: +1
**Molar mass**: 1010.1 Da
**Frontier orbital gap**: 8.8 eV

CARTESIAN COORDINATES (ANGSTROEM)
C 0.858 0.326 0.918
C -0.232 0.646 1.883
Cl 0.387 0.806 3.477
C -1.536 0.828 1.600
Cl -2.582 1.297 2.919
C -2.175 0.735 0.233
N -1.429 1.618 -0.693
C -1.466 3.006 -0.211
C -0.167 3.555 0.397
C 1.101 3.374 -0.458
C 1.684 4.706 -0.989
S 3.368 4.891 -0.471
O 3.452 4.645 0.944
O 3.888 6.159 -0.866
O 4.078 3.674 -1.206
C -1.726 1.522 -2.108
C -0.442 1.232 -2.979
P -0.065 2.472 -4.243
O 1.399 2.567 -4.366
O -0.687 3.865 -3.846
O -0.664 2.006 -5.642
C -2.864 0.549 -2.457
Cl -4.406 1.312 -2.074
N -2.547 -0.736 -1.790
C -3.176 -1.933 -2.444
C -4.536 -1.780 -3.111
O -4.476 -1.294 -4.458
C -4.316 -2.285 -5.374
O -3.637 -3.271 -5.201
C -2.565 -0.704 -0.232
C -1.536 -1.795 0.130
C -1.507 -2.335 1.559
C -0.455 -3.474 1.587
C -1.033 -4.824 1.117
N -0.622 -5.157 -0.276
C 0.225 -6.319 -0.348
N -0.170 -7.516 -0.448
N 1.627 -6.053 -0.324
C -3.974 -1.158 0.195
B -4.563 -0.784 1.637
O -4.292 -1.479 2.768
O -5.466 0.261 1.734
H 1.675 1.032 1.030
H 0.550 0.242 -0.113
H 1.293 -0.633 1.212
H -3.135 1.251 0.367
H -1.736 3.703 -1.003
H -2.245 3.159 0.542
H -0.338 4.631 0.461
H -0.023 3.264 1.433
H 1.869 2.985 0.202
H 0.968 2.731 -1.319
H 1.622 4.786 -2.071
H 1.197 5.582 -0.567
H 4.960 3.629 -0.805
H -2.111 2.452 -2.520
H 0.422 1.020 -2.362
H -0.648 0.310 -3.534
H -0.043 4.555 -4.055
H -0.022 1.429 -6.073
H -2.806 0.412 -3.531
H -1.546 -0.850 -1.968
H -2.506 -2.240 -3.244
H -3.226 -2.807 -1.809
H -5.271 -1.191 -2.576
H -4.940 -2.788 -3.168
H -4.843 -2.118 -6.319
H -0.554 -1.473 -0.223
H -1.715 -2.691 -0.469
H -1.230 -1.634 2.334
H -2.455 -2.822 1.751
H -0.097 -3.614 2.603
H 0.367 -3.245 0.914
H -2.124 -4.804 1.119
H -0.759 -5.618 1.808
H -1.449 -5.337 -0.829
H -1.190 -7.545 -0.439
H 1.910 -5.842 0.629
H 1.770 -5.208 -0.866
H -4.741 -0.853 -0.511
H -3.970 -2.249 0.159
H -4.365 -0.864 3.506
H -5.174 1.005 1.201
C -1.795 0.990 -9.932
C -3.236 1.369 -9.688
C -3.479 2.127 -8.403
O -4.816 1.746 -8.066
C -5.044 0.529 -8.619
O -5.976 -0.159 -8.368
O -4.054 0.203 -9.485
H -1.480 0.209 -9.239
H -1.667 0.594 -10.939
H -1.141 1.856 -9.821
H -3.632 1.916 -10.546
H -3.409 3.205 -8.532
H -2.817 1.821 -7.588
C 5.610 1.026 5.658
C 5.391 0.594 4.229
C 4.678 1.608 3.365
O 3.996 0.772 2.413
C 3.793 -0.430 3.001
O 3.087 -1.281 2.556
O 4.485 -0.531 4.150
H 4.668 1.046 6.205
H 6.263 0.331 6.166
H 6.067 2.015 5.700
H 6.338 0.291 3.775
H 5.357 2.288 2.857
H 3.935 2.189 3.915
C 5.085 -1.783 11.150
C 5.122 -1.085 9.811
C 6.442 -1.192 9.083
O 6.471 0.023 8.318
C 5.705 0.934 8.977
O 5.669 2.090 8.714
O 4.993 0.340 9.961
H 5.697 -1.250 11.877
H 4.069 -1.806 11.541
H 5.442 -2.809 11.063
H 4.299 -1.432 9.180
H 6.492 -2.056 8.425
H 7.302 -1.202 9.757

***

# 4
Density functional theory data (wB97M-V/def2-TZVPD) for 2 unconnected molecules or ions with the total composition CH4N2P2 in a non-equilibrium geometry.

Values from the calculation:
**Molar mass**: 106.0 Da
**Frontier orbital gap (spin up / spin down)**: 7.3 / 8.9 eV
**Energy relative to the best compared isomer or geometry (same formula, charge and spin)**: 111.29 kcal per mole

CARTESIAN COORDINATES (ANGSTROEM)
C -0.077 0.294 0.032
N -0.939 -0.683 -0.430
N 0.882 0.305 1.095
P -1.750 0.855 -0.108
P 1.627 0.771 -0.295
H -0.924 -1.071 -1.363
H 0.821 -0.204 1.939
H -2.192 0.604 1.183
H 2.551 -0.871 -2.053

***

# 5
Density functional theory data (wB97M-V/def2-TZVPD) for a gas-phase ion, C8H12ClN4O2 (charge +1) in a non-equilibrium geometry.

Values from the calculation:
**Net charge**: +1
**Molar mass**: 231.7 Da
**Frontier orbital gap**: 10.0 eV
**Energy relative to the best compared isomer or geometry (same formula, charge and spin)**: 0.00 kcal per mole

CARTESIAN COORDINATES (ANGSTROEM)
C -3.482 -0.777 1.512
C -2.032 -0.283 1.487
C -1.086 -1.173 0.395
O 0.363 -0.931 0.804
C 0.807 0.199 0.394
N 0.699 1.419 1.127
C 1.630 2.423 0.726
N 2.373 2.082 -0.284
C 2.044 0.810 -0.715
C 2.793 -0.104 -1.587
N 1.800 -0.988 -2.159
Cl 2.355 -2.272 -3.219
C 0.510 -0.659 -2.071
O -0.498 -1.092 -2.420
N 0.538 0.544 -1.118
H -3.986 -0.754 0.480
H -3.581 -1.762 1.992
H -3.893 0.038 2.119
H -1.605 -0.494 2.533
H -2.042 0.787 1.123
H -1.168 -2.203 0.707
H -1.373 -0.889 -0.578
H 0.188 1.458 1.968
H 1.753 3.381 1.220
H 3.339 0.380 -2.388
H 3.590 -0.536 -0.916
H -0.040 1.394 -1.132

***

# 6
Density functional theory data (wB97M-V/def2-TZVPD) for 3 unconnected molecules or ions with the total composition C12H27NO6P in a non-equilibrium geometry.

Values from the calculation:
**Net charge**: -1
**Molar mass**: 312.3 Da
**Frontier orbital gap**: 5.5 eV
**Energy relative to the best compared isomer or geometry (same formula, charge and spin)**: 163.05 kcal per mole

CARTESIAN COORDINATES (ANGSTROEM)
C -1.891 6.452 4.483
C -1.648 5.268 3.998
P -0.249 5.044 2.705
C 1.272 4.949 1.448
C 2.548 4.994 2.251
N 2.914 6.035 2.857
H -2.699 6.581 5.204
H -1.305 7.322 4.208
H -2.197 4.387 4.332
H -0.405 3.581 2.688
H 0.683 4.889 3.824
H -0.068 6.500 2.702
H -1.179 5.111 1.570
H 1.260 5.860 0.845
H 1.222 4.041 0.838
H 3.157 4.089 2.336
H 2.234 6.783 2.710
C -1.157 -2.733 -0.249
C -2.057 -1.930 0.667
O -1.360 -1.500 1.839
C -0.556 -0.440 1.665
O -0.395 0.157 0.632
O 0.041 -0.183 2.824
C 0.997 0.887 2.777
H -0.697 -3.560 0.294
H -1.724 -3.134 -1.091
H -0.349 -2.116 -0.642
H -2.880 -2.553 1.016
H -2.494 -1.075 0.149
H 0.561 1.792 2.355
H 1.870 0.577 2.201
H 1.310 1.096 3.796
C 0.595 -7.303 -5.390
C -0.426 -6.798 -4.392
O 0.110 -5.745 -3.583
C 0.158 -4.542 -4.163
O -0.216 -4.279 -5.278
O 0.708 -3.690 -3.300
C 0.900 -2.370 -3.818
H 1.517 -7.589 -4.880
H 0.207 -8.167 -5.931
H 0.851 -6.530 -6.114
H -0.696 -7.598 -3.703
H -1.341 -6.470 -4.886
H -0.024 -1.972 -4.233
H 1.684 -2.376 -4.574
H 1.212 -1.742 -2.988

***

# 7
Density functional theory data (wB97M-V/def2-TZVPD) for a molecular structure, C7H15NO2 in a non-equilibrium geometry.

Values from the calculation:
**Molar mass**: 145.2 Da
**Frontier orbital gap**: 8.0 eV
**Energy relative to the best compared isomer or geometry (same formula, charge and spin)**: 102.47 kcal per mole

CARTESIAN COORDINATES (ANGSTROEM)
C 0.021 -1.127 0.823
C -0.709 -0.210 1.753
C 1.409 -1.034 0.665
C -0.700 -0.048 -1.681
C -0.724 -2.343 0.376
H -0.909 -2.995 1.235
H -0.930 -0.728 2.693
H -0.133 0.690 1.969
H -1.660 0.110 1.323
H 1.761 0.040 -0.204
H 1.961 -0.606 1.499
H 1.909 -1.914 0.268
H -0.101 -0.937 -1.849
H -0.913 0.446 -2.620
H -1.604 -0.186 -1.108
H -0.170 -2.920 -0.364
H -1.704 -2.091 -0.036
C -0.225 2.284 -0.349
C 1.718 1.179 -1.043
O -1.581 2.222 -0.416
N 0.383 1.388 -1.195
O 0.336 3.066 0.389
H -1.916 2.886 0.199
H 2.245 0.987 -1.978
H 2.235 1.843 -0.348

***

# 8
Density functional theory data (wB97M-V/def2-TZVPD) for a gas-phase ion, C5H15N3 (charge -1) in a non-equilibrium geometry.

Values from the calculation:
**Spin multiplicity**: 2
**Net charge**: -1
**Molar mass**: 117.2 Da
**Frontier orbital gap (spin up / spin down)**: 2.5 / 8.3 eV
**Energy relative to the best compared isomer or geometry (same formula, charge and spin)**: 65.10 kcal per mole

CARTESIAN COORDINATES (ANGSTROEM)
N 0.023 1.180 -3.212
C 0.529 1.297 -1.784
C -0.556 0.706 -0.644
N 0.091 0.523 0.659
C 0.198 1.757 1.374
C 0.028 -0.621 1.572
C 0.489 -2.160 1.030
N -0.711 -2.937 0.475
H -0.199 2.098 -3.557
H -0.819 0.543 -3.117
H 0.750 2.357 -1.549
H 1.362 0.524 -1.642
H -0.867 -0.286 -0.926
H -1.382 1.411 -0.845
H -0.158 2.617 0.874
H 1.326 1.889 1.423
H -0.193 1.795 2.326
H -0.981 -0.537 2.127
H 0.903 -0.438 2.352
H 1.052 -1.925 0.218
H 0.968 -2.823 1.834
H -1.509 -3.242 1.015
H -0.343 -3.727 -0.002

***

# 9
Density functional theory data (wB97M-V/def2-TZVPD) for a molecular structure, C16H24AsN5O3ReS5.

Values from the calculation:
**Spin multiplicity**: 2
**Net charge**: +2
**Molar mass**: 755.9 Da
**Frontier orbital gap (spin up / spin down)**: 6.3 / 6.9 eV
**Energy relative to the best compared isomer or geometry (same formula, charge and spin)**: 0.00 kcal per mole

CARTESIAN COORDINATES (ANGSTROEM)
Re 1.193 -0.786 -0.554
S 2.931 -4.753 -2.246
As 2.931 -4.994 -0.287
S 3.391 -1.507 -1.188
S 1.553 -2.351 1.085
S 3.545 -2.672 0.500
C 4.444 2.501 2.932
C 4.292 0.992 2.913
N 3.228 0.646 1.971
C 2.969 1.360 0.873
N 1.954 0.959 0.088
C 1.646 1.689 -1.132
C 2.903 2.276 -1.745
C 3.557 3.149 -0.692
N 3.689 2.441 0.585
C 4.682 2.995 1.519
H 5.282 2.792 3.562
H 3.542 2.956 3.344
H 4.012 0.609 3.891
H 5.226 0.510 2.613
H 2.564 -0.075 2.205
H 0.867 2.437 -0.965
H 1.187 0.965 -1.873
H 2.675 2.869 -2.629
H 3.580 1.470 -2.036
H 2.986 4.068 -0.534
H 4.559 3.435 -1.012
H 4.600 4.081 1.470
H 5.680 2.720 1.168
C -4.220 -3.358 0.946
C -5.010 -2.582 -0.101
C -4.281 -1.312 -0.603
C -5.143 -0.581 -1.666
C -4.497 0.684 -2.215
C -4.113 -0.369 0.577
O -5.025 0.031 1.231
N -2.802 0.083 0.913
C -1.673 -0.286 0.310
O -0.541 0.123 0.612
N -1.766 -1.193 -0.742
C -3.003 -1.749 -1.276
O -2.918 -2.500 -2.192
H -4.777 -4.237 1.263
H -4.034 -2.758 1.840
H -3.262 -3.712 0.554
H -5.967 -2.255 0.303
H -5.211 -3.202 -0.974
H -6.096 -0.351 -1.189
H -5.335 -1.297 -2.466
H -4.327 1.428 -1.432
H -5.145 1.146 -2.956
H -3.546 0.474 -2.714
H -2.740 0.735 1.688
S 0.300 -2.268 -2.336
C -0.535 -1.480 -1.204

***

# 10
Density functional theory data (wB97M-V/def2-TZVPD) for a single C2H6ClN molecule in a non-equilibrium geometry.

Values from the calculation:
**Molar mass**: 79.5 Da
**Frontier orbital gap**: 10.6 eV
**Energy relative to the best compared isomer or geometry (same formula, charge and spin)**: 11.33 kcal per mole

CARTESIAN COORDINATES (ANGSTROEM)
N -0.988 -1.230 1.246
C 0.164 -0.409 1.265
C 0.796 -0.249 -0.165
Cl 0.029 0.964 -1.255
H -1.170 -1.428 2.179
H -1.744 -0.825 0.772
H 0.967 -0.958 1.809
H 0.006 0.555 1.787
H 1.828 0.078 0.093
H 0.771 -1.253 -0.630

***

# 11
Density functional theory data (wB97M-V/def2-TZVPD) for a single C2H6N4S2 molecule in a non-equilibrium geometry.

Values from the calculation:
**Molar mass**: 150.2 Da
**Frontier orbital gap**: 7.8 eV
**Energy relative to the best compared isomer or geometry (same formula, charge and spin)**: 101.42 kcal per mole

CARTESIAN COORDINATES (ANGSTROEM)
H 0.335 0.399 2.319
N 0.560 0.553 1.294
C 0.153 -0.434 0.630
N -0.075 -1.779 1.041
S -0.924 -1.922 2.746
S 0.397 -0.483 -1.223
C 0.130 1.339 -1.438
N 0.050 1.943 -2.620
N 0.347 3.241 -2.559
H -0.955 -2.158 0.267
H 0.242 -2.377 3.356
H 0.242 1.703 -0.434
H 0.481 3.913 -1.694
H 0.202 3.852 -3.425

***

# 12
Density functional theory data (wB97M-V/def2-TZVPD) for 2 unconnected molecules or ions with the total composition C4F7IO in a non-equilibrium geometry.

Values from the calculation:
**Molar mass**: 323.9 Da
**Frontier orbital gap (spin up / spin down)**: 7.0 / 8.1 eV
**Energy relative to the best compared isomer or geometry (same formula, charge and spin)**: 42.79 kcal per mole

CARTESIAN COORDINATES (ANGSTROEM)
C 0.947 -1.284 0.458
C 2.106 -1.100 -0.216
C -1.203 0.201 -0.304
C -1.156 1.682 0.077
O 0.314 -0.349 0.975
F 0.611 -2.611 0.664
F 2.964 -2.060 -0.503
F 2.628 0.060 -0.371
F -0.547 0.026 -1.433
F -0.033 2.293 0.088
F -2.013 2.321 -0.748
F -1.729 1.733 1.317
I -2.889 -0.912 -0.004